Below is C24H18MnN13 as an isolated structure, with properties calculated with the ωB97M-V functional and the def2-TZVPD basis.

Each line ends with the natural charge from an NBO analysis.
Cartesian coordinates (Å):
Mn: -0.711 0.820 -0.838  1.391
N: 1.359 3.364 0.052  -0.572
C: 1.006 2.422 0.980  0.480
N: 1.412 2.435 2.225  -0.332
N: 0.823 1.346 2.786  -0.012
N: 0.102 0.715 1.953  -0.106
N: 0.197 1.368 0.745  -0.478
C: 0.915 3.348 -1.243  0.473
N: 1.264 4.196 -2.182  -0.336
N: 0.578 3.780 -3.277  -0.021
N: -0.139 2.757 -3.018  -0.136
N: 0.039 2.440 -1.692  -0.562
H: 2.009 4.081 0.334  0.451
C: 4.678 -0.468 -0.224  -0.155
C: 4.476 -0.060 -1.537  -0.197
C: 3.193 0.018 -2.049  -0.189
C: 2.128 -0.305 -1.216  0.118
C: 2.308 -0.697 0.105  -0.220
C: 3.601 -0.790 0.592  -0.180
N: 0.796 -0.197 -1.733  -0.151
N: 0.630 -0.539 -2.915  -0.062
C: -0.674 -0.303 -3.405  0.302
C: -0.971 -0.675 -4.695  -0.172
C: -2.255 -0.423 -5.161  -0.110
C: -3.171 0.182 -4.321  -0.203
C: -2.787 0.533 -3.034  0.101
N: -1.560 0.289 -2.586  -0.469
H: 5.684 -0.521 0.171  0.234
H: 5.317 0.208 -2.161  0.237
H: 3.010 0.355 -3.060  0.240
H: 1.465 -0.928 0.741  0.247
H: 3.762 -1.105 1.613  0.239
H: -0.206 -1.134 -5.304  0.262
H: -2.531 -0.694 -6.170  0.249
H: -4.178 0.396 -4.648  0.251
H: -3.468 1.023 -2.353  0.225
C: -3.857 3.448 0.258  -0.227
C: -4.658 2.616 1.031  -0.101
C: -4.315 1.287 1.197  -0.217
C: -3.168 0.799 0.588  0.227
N: -2.404 1.626 -0.157  -0.492
C: -2.724 2.918 -0.319  0.063
C: -2.672 -0.580 0.644  -0.063
C: -3.322 -1.617 1.303  -0.165
C: -2.781 -2.893 1.277  -0.188
C: -1.600 -3.139 0.589  -0.161
C: -0.938 -2.107 -0.069  -0.238
C: -1.473 -0.831 -0.026  -0.162
H: -4.093 4.492 0.112  0.251
H: -5.547 3.006 1.508  0.244
H: -4.926 0.632 1.801  0.243
H: -2.051 3.509 -0.924  0.240
H: -4.244 -1.441 1.842  0.222
H: -3.284 -3.699 1.792  0.235
H: -1.185 -4.138 0.568  0.233
H: -0.014 -2.322 -0.587  0.221

Properties
ΔE to the lowest compared entry with this formula, charge and spin in kcal/mol: 0.0
E in Ha: -2787.93617
E_LUMO (alpha / beta) in Eh: -0.1820 / -0.1966
Total charge: +1
Orbital gap (alpha / beta) in eV: 6.445 / 6.051
Spin multiplicity: 4